Entry from the Open Molecules 2025 dataset: a structure of composition C28H32CsN4O4S2 (ωB97M-V/def2-TZVPD).

```
71
Properties=species:S:1:pos:R:3
Cs -0.520 1.082 0.595
C 2.439 -1.733 0.578
C 1.195 -1.277 1.286
N 0.089 -1.650 0.771
N -1.096 -1.305 1.360
C -2.171 -1.392 0.677
S -3.657 -0.862 1.194
S -2.194 -2.009 -1.081
C -1.447 -3.676 -0.848
C -1.989 -4.303 0.391
C -1.201 -4.433 1.526
C -1.738 -4.943 2.695
C -3.065 -5.334 2.739
C -3.851 -5.232 1.603
C -3.316 -4.719 0.436
C 1.428 -0.463 2.507
C 1.475 -1.118 3.723
C 1.750 -0.453 4.910
C 1.999 0.910 4.864
C 1.955 1.584 3.667
C 1.677 0.949 2.428
O 1.636 1.606 1.333
H 2.884 -0.882 0.059
H 2.212 -2.516 -0.148
H 3.163 -2.099 1.306
H -0.367 -3.548 -0.805
H -1.746 -4.230 -1.740
H -0.169 -4.112 1.494
H -1.117 -5.024 3.577
H -3.489 -5.711 3.660
H -4.887 -5.543 1.630
H -3.931 -4.615 -0.447
H 1.308 -2.192 3.739
H 1.776 -0.991 5.850
H 2.240 1.449 5.775
H 2.163 2.647 3.628
C 0.291 2.756 -3.970
O 0.688 2.792 -2.626
C 1.011 4.071 -2.151
C -0.199 5.003 -1.951
O -1.171 4.520 -1.063
C -0.748 4.460 0.285
C -1.967 4.292 1.192
O -2.483 2.990 1.208
C -3.467 2.734 0.232
H 1.022 3.270 -4.613
H -0.695 3.211 -4.119
H 0.243 1.704 -4.243
H 1.706 4.576 -2.844
H 1.515 3.905 -1.197
H -0.725 5.155 -2.900
H 0.180 5.977 -1.597
H -0.230 5.397 0.542
H -0.063 3.624 0.448
H -2.737 5.009 0.879
H -1.659 4.520 2.217
H -4.331 3.395 0.371
H -3.787 1.704 0.382
H -3.090 2.863 -0.786
N 5.844 0.320 -3.321
C 4.764 -0.066 -3.236
C 3.445 -0.550 -3.167
C 3.094 -1.742 -3.817
C 1.788 -2.179 -3.726
C 0.868 -1.404 -3.026
N 1.193 -0.267 -2.428
C 2.441 0.142 -2.470
H 3.843 -2.298 -4.366
H 1.485 -3.104 -4.195
H -0.169 -1.703 -2.934
H 2.661 1.060 -1.943
```

Results
Kohn-Sham gap, eV: 6.1
Relative energy (zero: lowest compared OMol25 entry of this formula, charge and spin), kcal/mol: 34.3
E_LUMO, eV: 1.9252
E_tot, hartree: -2422.60393
Charge: -1

Mulliken population analysis, charges in e, atoms 1 to 6: 1.315 -1.306 -0.195 0.858 -0.840 -0.062


Entry from the Open Molecules 2025 dataset: an isolated molecule of C2H6N4O (ωB97M-V/def2-TZVPD).

```
13
Properties=species:S:1:pos:R:3
H -0.840 -0.057 -3.430
N -0.440 0.845 -2.976
C -0.157 0.887 -1.747
N -0.461 -0.083 -0.809
O 0.561 -0.464 0.083
C 0.090 -0.302 1.421
N 1.262 -0.474 2.144
N -1.033 0.023 1.842
H -1.750 0.256 1.133
H 0.281 1.874 -1.303
H -0.768 -0.968 -1.272
H 2.130 -0.980 1.769
H 1.123 -0.556 3.144
```

Results
Kohn-Sham gap, eV: 10.6
Relative energy (zero: lowest compared OMol25 entry of this formula, charge and spin), kcal/mol: 73.9
E_LUMO, eV: 0.8053
E_tot, hartree: -373.99252
SMILES: [H]/N=C\NO/C(N)=N\[H]

natural (NBO) population analysis, charges in e, atoms 1 to 6: 0.344 -0.669 0.264 -0.363 -0.392 0.681


Entry from the Open Molecules 2025 dataset: an isolated molecule of C20H25N3O3S (ωB97M-V/def2-TZVPD).

```
52
Properties=species:S:1:pos:R:3
C 5.276 -1.813 2.208
C 4.448 -2.996 1.812
C 4.900 -3.876 0.838
C 4.152 -4.976 0.458
C 2.927 -5.214 1.056
C 2.464 -4.346 2.029
C 3.211 -3.239 2.418
C 2.672 -2.296 3.455
C 2.221 -0.958 2.874
O 2.346 0.088 3.465
N 1.639 -1.097 1.645
C 1.118 -0.119 0.803
C 0.608 -0.533 -0.431
C 0.076 0.389 -1.309
C 0.056 1.727 -0.958
S -0.656 2.889 -2.111
O -0.205 2.577 -3.436
O -0.461 4.227 -1.623
N -2.279 2.441 -2.021
C -3.061 2.866 -3.166
C -4.449 2.242 -3.072
N -5.089 2.670 -1.841
C -6.453 2.198 -1.750
C -4.297 2.255 -0.699
C -2.901 2.864 -0.786
C 0.559 2.152 0.256
C 1.091 1.234 1.143
H 5.600 -1.906 3.244
H 6.159 -1.736 1.579
H 4.706 -0.889 2.123
H 5.857 -3.696 0.369
H 4.524 -5.647 -0.301
H 2.335 -6.070 0.770
H 1.509 -4.534 2.502
H 3.415 -2.082 4.224
H 1.801 -2.738 3.948
H 1.626 -2.037 1.267
H 0.637 -1.581 -0.694
H -0.315 0.098 -2.270
H -2.535 2.534 -4.061
H -3.155 3.960 -3.185
H -5.056 2.579 -3.915
H -4.356 1.142 -3.118
H -6.903 2.585 -0.837
H -7.016 2.574 -2.602
H -6.525 1.098 -1.738
H -4.788 2.603 0.212
H -4.203 1.154 -0.651
H -2.279 2.517 0.041
H -2.969 3.960 -0.746
H 0.534 3.205 0.487
H 1.487 1.552 2.093
```

Results
Kohn-Sham gap, eV: 9.5
Relative energy (zero: lowest compared OMol25 entry of this formula, charge and spin), kcal/mol: 44.5
E_LUMO, eV: 0.5578
E_tot, hartree: -1565.31076
SMILES: Cc1ccccc1CC(=O)Nc1ccc(S(=O)(=O)N2CCN(C)CC2)cc1

natural (NBO) population analysis, charges in e, atoms 1 to 6: -0.659 0.090 -0.231 -0.202 -0.218 -0.215


Entry from the Open Molecules 2025 dataset: a structure of composition C13H29BCl4F7N5O12Tl (ωB97M-V/def2-TZVPD).

```
72
Properties=species:S:1:pos:R:3
Tl -9.057 -25.885 -18.786
C -8.366 -25.366 -22.595
O -8.999 -26.549 -22.164
O -8.596 -24.473 -21.631
C -6.905 -25.585 -23.063
F -6.851 -26.258 -24.213
F -6.333 -24.410 -23.261
F -6.207 -26.260 -22.171
C -9.681 -27.263 -23.206
C -10.249 -28.535 -22.586
H -9.442 -29.225 -22.326
H -10.679 -28.315 -21.606
H -10.955 -29.073 -23.214
H -8.996 -27.548 -24.009
H -10.550 -26.731 -23.604
H -8.944 -24.874 -23.410
B -8.096 -29.158 -19.074
F -8.031 -28.159 -20.077
F -7.503 -30.374 -19.431
F -7.500 -28.579 -17.922
F -9.424 -29.326 -18.764
Cl -11.887 -32.322 -21.780
C -10.311 -31.905 -21.057
C -9.939 -32.867 -19.888
Cl -11.235 -32.845 -18.693
H -10.387 -30.922 -20.594
H -9.520 -31.892 -21.803
H -9.056 -32.391 -19.462
H -9.726 -33.880 -20.218
Cl -8.368 -33.151 -15.791
C -7.745 -31.685 -16.603
C -6.758 -30.875 -15.766
Cl -7.427 -30.387 -14.207
H -8.620 -31.135 -16.935
H -7.229 -32.048 -17.489
H -6.367 -30.010 -16.299
H -5.860 -31.470 -15.597
C -6.025 -30.102 -22.187
N -5.023 -29.485 -23.089
O -4.408 -28.553 -22.611
O -4.782 -30.052 -24.129
H -5.567 -30.078 -21.207
H -6.473 -31.007 -22.585
H -6.886 -29.428 -22.204
C -10.121 -28.128 -14.202
N -9.994 -28.362 -15.665
O -9.837 -27.385 -16.376
O -10.061 -29.519 -15.999
H -9.487 -27.279 -13.964
H -9.766 -29.006 -13.675
H -11.186 -27.942 -14.079
C -5.000 -26.504 -15.617
N -6.487 -26.542 -15.692
O -7.070 -27.090 -14.793
O -7.031 -26.042 -16.663
H -4.683 -27.455 -16.049
H -4.733 -26.482 -14.566
H -4.583 -25.709 -16.225
C -3.923 -30.405 -18.583
N -3.239 -30.236 -17.283
O -2.205 -30.791 -17.024
O -3.869 -29.527 -16.501
H -3.915 -29.454 -19.110
H -4.942 -30.780 -18.511
H -3.364 -31.158 -19.138
C -12.641 -29.917 -18.714
N -12.677 -28.459 -19.098
O -13.746 -27.962 -19.309
O -11.608 -27.855 -19.175
H -13.557 -29.987 -18.133
H -11.775 -30.224 -18.137
H -12.658 -30.491 -19.638
```

Results
Kohn-Sham gap, eV: 1.6
E_LUMO, eV: -10.5614
E_tot, hartree: -4425.85140
Charge: +1

Mulliken population analysis, charges in e, atoms 1 to 6: 1.150 0.143 0.084 -0.340 0.795 -0.221